A 13-piece molecular cluster, C57H139N13O7 overall in a non-equilibrium geometry, computed with wB97M-V/def2-TZVPD.

Kohn-Sham gap ... 7.647 eV
Lowest unoccupied orbital energy ... -0.077 eV
Maximum force ... 4.03 eV/A
Calculated total energy ... -95062.612 eV
E_HOMO ... -7.72 eV
Relative energy (zero: lowest compared OMol25 entry of this formula, charge and spin) ... 167.2 kcal/mol

Geometry as ORCA input:
```
! RIJCOSX wB97M-V def2-TZVPD def2/J DEFGRID3
* xyz 0 1
C -0.118 1.757 -2.250
C -1.125 1.629 -1.102
N -0.804 0.582 -0.106
C -1.872 0.572 0.974
C -3.260 0.212 0.387
C 0.539 0.810 0.522
C 0.912 -0.385 1.407
H 0.263 0.804 -2.617
H 0.760 2.357 -2.011
H -0.656 2.240 -3.066
H -1.306 2.616 -0.678
H -2.024 1.258 -1.595
H -1.648 -0.225 1.684
H -1.889 1.457 1.610
H -3.772 1.036 -0.109
H -3.190 -0.574 -0.366
H -3.938 -0.017 1.209
H 0.553 1.730 1.107
H 1.193 0.873 -0.347
H 0.523 -1.306 0.974
H 0.462 -0.341 2.399
H 1.993 -0.474 1.516
C 3.502 -3.647 2.249
C 2.758 -3.764 0.956
N 3.301 -2.923 -0.103
C 2.480 -2.942 -1.264
C 2.602 -1.658 -2.069
C 4.758 -3.012 -0.301
C 5.185 -4.524 -0.542
H 4.510 -4.061 2.261
H 2.968 -4.027 3.120
H 3.594 -2.579 2.443
H 2.588 -4.800 0.662
H 1.755 -3.443 1.237
H 2.632 -3.825 -1.884
H 1.436 -3.030 -0.965
H 2.541 -0.746 -1.476
H 3.519 -1.680 -2.659
H 1.832 -1.567 -2.836
H 5.317 -2.714 0.586
H 5.126 -2.365 -1.098
H 4.654 -4.846 -1.438
H 4.932 -5.254 0.227
H 6.262 -4.573 -0.702
C -4.342 -2.186 3.417
C -4.512 -3.648 3.939
N -4.803 -3.714 5.359
C -6.246 -3.534 5.618
C -6.488 -3.394 7.132
C -4.303 -4.912 6.038
C -2.839 -5.240 5.673
H -4.126 -2.183 2.348
H -3.584 -1.649 3.987
H -5.321 -1.726 3.558
H -5.294 -4.169 3.385
H -3.601 -4.193 3.692
H -6.574 -2.626 5.112
H -6.872 -4.317 5.191
H -6.147 -4.195 7.787
H -6.039 -2.417 7.312
H -7.560 -3.351 7.322
H -4.875 -5.746 5.633
H -4.450 -4.954 7.117
H -2.174 -4.378 5.614
H -2.793 -5.694 4.683
H -2.423 -5.963 6.376
C 2.958 0.974 -4.994
C 4.462 0.614 -4.897
N 4.894 -0.467 -5.821
C 4.755 0.081 -7.203
C 4.884 -1.008 -8.277
C 6.220 -0.895 -5.504
C 6.325 -1.654 -4.194
H 2.786 1.430 -4.020
H 2.365 0.062 -4.922
H 2.665 1.677 -5.773
H 5.144 1.454 -5.027
H 4.628 0.296 -3.867
H 5.575 0.792 -7.298
H 3.766 0.453 -7.472
H 4.182 -0.728 -9.063
H 4.644 -2.018 -7.944
H 5.901 -1.020 -8.670
H 6.558 -1.549 -6.308
H 6.939 -0.077 -5.531
H 6.292 -0.955 -3.358
H 5.572 -2.438 -4.124
H 7.260 -2.213 -4.165
C 0.858 4.395 -5.138
C 1.614 4.896 -3.962
N 3.063 4.598 -4.092
C 3.626 5.563 -5.032
C 4.607 4.805 -5.968
C 3.762 4.707 -2.781
C 5.156 4.129 -2.781
H -0.208 4.563 -4.989
H 1.060 3.327 -5.225
H 1.135 4.961 -6.027
H 1.306 5.929 -3.796
H 1.299 4.451 -3.018
H 2.899 5.940 -5.752
H 4.096 6.440 -4.589
H 4.099 4.071 -6.593
H 5.226 5.408 -6.632
H 5.309 4.281 -5.319
H 3.253 4.210 -1.954
H 3.851 5.775 -2.583
H 5.164 3.175 -3.308
H 5.479 4.018 -1.746
H 5.900 4.763 -3.262
C 5.330 0.733 1.736
C 6.131 1.849 2.437
N 7.261 2.382 1.652
C 6.778 3.135 0.493
C 6.355 4.498 0.929
C 8.288 1.414 1.268
C 9.095 0.969 2.476
H 4.672 0.345 2.514
H 5.985 -0.079 1.419
H 4.632 1.053 0.961
H 5.472 2.659 2.751
H 6.481 1.568 3.430
H 7.566 3.339 -0.232
H 6.011 2.591 -0.058
H 6.778 5.043 1.773
H 6.584 5.191 0.120
H 5.284 4.462 1.130
H 8.942 1.995 0.619
H 8.024 0.594 0.600
H 10.046 0.520 2.186
H 8.574 0.157 2.984
H 9.168 1.740 3.244
C -4.123 -5.454 0.253
O -4.184 -4.993 1.400
N -3.580 -4.795 -0.792
C -3.427 -5.433 -2.075
C -3.009 -3.456 -0.648
H -4.494 -6.470 0.047
H -3.507 -6.520 -2.106
H -2.442 -5.245 -2.502
H -4.108 -4.892 -2.732
H -1.933 -3.505 -0.815
H -3.365 -2.761 -1.409
H -3.120 -3.010 0.341
C -0.336 -5.344 2.449
O -0.003 -6.504 2.466
N -0.116 -4.373 3.354
C 0.468 -4.713 4.637
C -0.447 -2.987 3.157
H -0.859 -4.820 1.634
H 1.462 -4.271 4.711
H 0.569 -5.787 4.795
H -0.189 -4.308 5.406
H 0.400 -2.322 3.326
H -0.871 -2.776 2.175
H -1.176 -2.680 3.908
C -6.691 0.080 5.999
O -7.862 -0.254 5.853
N -5.965 0.715 5.063
C -4.577 1.155 5.267
C -6.427 1.009 3.729
H -6.089 -0.098 6.903
H -4.148 0.910 6.239
H -4.475 2.236 5.169
H -3.848 0.635 4.646
H -7.427 0.642 3.499
H -6.372 2.086 3.569
H -5.741 0.582 2.997
C -5.333 2.776 -3.306
O -4.935 2.011 -2.399
N -5.976 2.412 -4.466
C -6.365 3.323 -5.537
C -6.176 0.964 -4.759
H -5.137 3.856 -3.387
H -6.274 4.361 -5.217
H -7.290 3.233 -6.107
H -5.568 3.220 -6.273
H -5.359 0.595 -5.379
H -6.236 0.318 -3.883
H -7.154 0.819 -5.218
C -1.602 3.491 7.055
O -1.431 3.194 8.229
N -0.773 3.136 6.082
C -1.030 3.442 4.647
C 0.419 2.286 6.344
H -2.400 4.169 6.715
H -0.454 4.325 4.371
H -2.082 3.728 4.643
H -0.905 2.589 3.981
H 0.469 1.442 5.657
H 1.260 2.969 6.227
H 0.486 1.915 7.367
C -1.340 -2.437 -3.439
O -0.704 -3.482 -3.559
N -2.529 -2.194 -3.992
C -3.103 -0.879 -3.786
C -3.333 -3.126 -4.769
H -0.916 -1.575 -2.902
H -2.816 -0.272 -4.645
H -2.858 -0.284 -2.906
H -4.192 -0.934 -3.804
H -4.350 -3.081 -4.380
H -3.368 -2.835 -5.819
H -2.940 -4.143 -4.785
C -5.200 4.725 3.153
O -4.161 4.379 3.781
N -5.406 4.472 1.884
C -6.550 5.120 1.215
C -4.454 3.849 0.974
H -6.040 5.228 3.655
H -7.405 5.218 1.884
H -6.975 4.493 0.431
H -6.331 6.035 0.665
H -3.684 3.262 1.475
H -4.846 3.154 0.232
H -3.913 4.635 0.446
*
```

A 10-piece molecular cluster, C57H139N16O10P3 overall in a non-equilibrium geometry, computed with wB97M-V/def2-TZVPD.

Kohn-Sham gap ... 8.311 eV
Lowest unoccupied orbital energy ... 0.269 eV
Maximum force ... 3.99 eV/A
Calculated total energy ... -133540.109 eV
E_HOMO ... -8.04 eV
Relative energy (zero: lowest compared OMol25 entry of this formula, charge and spin) ... 48.3 kcal/mol

Geometry as ORCA input:
```
! RIJCOSX wB97M-V def2-TZVPD def2/J DEFGRID3
* xyz 0 1
C -7.981 -4.913 2.245
N -7.083 -4.991 3.390
C -5.826 -5.823 3.206
P -7.459 -3.995 4.655
O -8.940 -3.823 4.892
N -6.711 -4.640 6.011
C -7.054 -6.021 6.369
C -6.310 -3.779 7.129
N -6.545 -2.613 4.204
C -5.182 -2.685 3.714
C -7.258 -1.453 3.710
H -8.985 -4.583 2.512
H -8.009 -5.894 1.771
H -7.647 -4.235 1.460
H -5.183 -5.804 4.085
H -5.164 -5.359 2.474
H -6.001 -6.845 2.870
H -8.144 -6.035 6.329
H -6.666 -6.646 5.565
H -6.739 -6.293 7.376
H -6.380 -4.258 8.106
H -5.280 -3.432 7.047
H -6.993 -2.930 7.147
H -4.697 -3.389 4.389
H -5.045 -3.088 2.710
H -4.717 -1.717 3.901
H -6.574 -0.723 3.278
H -7.821 -1.006 4.530
H -8.034 -1.723 2.993
C 5.507 -0.655 -0.151
N 4.340 -0.833 -1.125
C 4.314 -2.072 -1.886
P 3.365 0.564 -1.627
O 2.102 0.338 -2.413
N 3.030 1.334 -0.210
C 2.624 0.538 0.922
C 2.704 2.802 -0.210
N 4.632 1.540 -2.334
C 5.046 1.179 -3.691
C 5.665 2.398 -1.675
H 5.905 0.360 -0.133
H 6.309 -1.325 -0.461
H 5.236 -0.824 0.891
H 4.814 -1.831 -2.825
H 3.292 -2.411 -2.052
H 4.817 -2.848 -1.308
H 2.396 -0.505 0.702
H 3.324 0.815 1.710
H 1.629 0.898 1.183
H 3.431 3.341 -0.818
H 1.748 3.076 -0.656
H 2.788 3.230 0.789
H 5.150 2.029 -4.365
H 6.022 0.695 -3.658
H 4.286 0.517 -4.107
H 5.444 2.814 -0.692
H 5.927 3.231 -2.328
H 6.575 1.840 -1.453
C -2.189 -3.760 -9.411
N -1.554 -3.904 -8.075
C -0.849 -2.718 -7.581
P -2.275 -5.030 -6.999
O -2.937 -6.168 -7.651
N -0.868 -5.371 -6.030
C 0.329 -5.795 -6.722
C -1.106 -6.147 -4.742
N -3.246 -4.109 -5.989
C -2.677 -3.232 -4.947
C -4.667 -3.899 -6.333
H -1.689 -2.892 -9.841
H -3.239 -3.660 -9.136
H -2.136 -4.680 -9.993
H -0.489 -3.016 -6.596
H -1.440 -1.806 -7.493
H 0.043 -2.312 -8.056
H 1.090 -6.131 -6.018
H 0.028 -6.620 -7.367
H 0.688 -5.038 -7.420
H -0.357 -5.997 -3.965
H -2.065 -5.795 -4.360
H -1.198 -7.197 -5.019
H -2.960 -2.200 -5.157
H -3.081 -3.440 -3.956
H -1.612 -3.402 -4.790
H -5.016 -4.930 -6.402
H -4.698 -3.298 -7.242
H -5.123 -3.319 -5.531
C 1.195 -6.937 3.535
C 1.564 -8.277 4.041
C 1.849 -9.142 2.783
C 2.865 -8.233 4.777
C 2.734 -7.627 6.165
C 1.882 -8.562 7.001
C 0.491 -8.693 6.387
C -0.196 -9.938 7.076
C -0.375 -7.506 6.851
N 0.544 -8.955 4.938
O -0.555 -9.454 4.289
H 0.904 -6.216 4.299
H 1.850 -6.459 2.806
H 0.310 -6.947 2.899
H 2.441 -8.672 1.997
H 2.140 -10.175 2.974
H 0.936 -9.272 2.202
H 3.427 -9.159 4.898
H 3.593 -7.648 4.214
H 3.683 -7.392 6.648
H 2.336 -6.613 6.223
H 1.818 -8.104 7.987
H 2.427 -9.452 7.314
H -1.138 -10.041 6.535
H -0.541 -9.798 8.100
H 0.257 -10.927 7.007
H -1.432 -7.609 6.605
H -0.164 -6.635 6.230
H -0.295 -7.221 7.900
H -0.167 -10.325 4.180
C -5.899 8.594 -1.573
C -7.236 7.954 -1.844
C -8.223 8.450 -0.788
C -7.753 8.491 -3.214
C -8.891 7.671 -3.842
C -8.433 6.220 -3.977
C -7.990 5.573 -2.610
C -9.317 5.103 -1.905
C -7.105 4.355 -3.049
N -7.065 6.470 -1.881
O -6.646 6.019 -0.619
H -6.030 9.665 -1.417
H -5.642 8.309 -0.553
H -5.170 8.324 -2.337
H -7.887 8.213 0.222
H -8.214 9.540 -0.767
H -9.240 8.099 -0.959
H -8.172 9.465 -2.962
H -6.940 8.700 -3.910
H -9.816 7.609 -3.269
H -9.141 8.186 -4.770
H -7.580 6.231 -4.655
H -9.256 5.675 -4.440
H -9.175 4.251 -1.240
H -10.186 4.907 -2.533
H -9.702 5.874 -1.237
H -6.325 4.583 -3.776
H -7.710 3.642 -3.610
H -6.495 3.824 -2.318
H -5.738 5.756 -0.788
C -0.114 3.558 9.215
C -1.629 3.598 8.744
C -1.888 2.363 7.797
C -2.526 3.546 9.939
C -4.028 3.829 9.724
C -4.078 5.226 9.006
C -3.169 5.397 7.804
C -3.773 4.832 6.453
C -2.982 6.920 7.695
N -1.826 4.858 8.080
O -0.916 5.098 7.026
H 0.008 2.607 9.734
H 0.611 3.656 8.407
H 0.254 4.373 9.838
H -1.329 1.520 8.205
H -2.943 2.165 7.609
H -1.488 2.520 6.795
H -2.455 2.558 10.392
H -2.149 4.193 10.730
H -4.501 3.109 9.057
H -4.570 3.987 10.657
H -3.983 5.939 9.826
H -5.123 5.366 8.731
H -4.209 3.843 6.597
H -3.066 4.907 5.627
H -4.585 5.519 6.211
H -2.557 7.206 6.733
H -2.357 7.334 8.486
H -3.940 7.439 7.733
H -0.310 5.740 7.403
C 14.502 5.096 1.305
N 13.088 5.212 1.549
C 12.478 4.077 2.223
C 12.389 6.203 0.988
O 11.182 6.267 0.938
H 14.803 5.768 0.501
H 14.791 4.099 0.972
H 14.971 5.441 2.226
H 12.904 4.026 3.225
H 11.401 4.177 2.360
H 12.575 3.114 1.721
H 13.108 6.959 0.635
C 11.301 -5.205 -6.869
N 10.279 -4.286 -7.271
C 10.844 -2.927 -7.563
C 8.982 -4.610 -7.326
O 8.117 -3.725 -7.459
H 12.176 -5.061 -7.503
H 11.022 -6.222 -7.147
H 11.611 -4.999 -5.845
H 11.212 -2.896 -8.588
H 10.094 -2.142 -7.460
H 11.698 -2.674 -6.935
H 8.871 -5.669 -7.045
C -1.084 4.052 -6.747
N -1.037 3.910 -8.214
C -2.240 3.436 -8.916
C 0.107 4.251 -8.860
O 0.157 4.073 -10.091
H -1.568 3.184 -6.297
H -1.557 4.963 -6.380
H -0.089 3.969 -6.311
H -2.199 3.381 -10.003
H -2.406 2.414 -8.574
H -3.010 4.134 -8.585
H 0.920 4.645 -8.230
C 9.647 7.187 -6.513
N 10.915 6.607 -6.047
C 12.053 7.434 -6.169
C 11.131 5.309 -5.700
O 12.211 4.742 -5.495
H 9.417 8.174 -6.111
H 8.872 6.466 -6.254
H 9.497 7.258 -7.590
H 12.793 7.152 -5.419
H 12.527 7.381 -7.149
H 11.851 8.490 -5.991
H 10.202 4.722 -5.751
*
```

Question: Kohn-Sham gap of number 2 (C57H139N16O10P3)?
Answer: 8.311 eV